Entry 1:
The following is a DFT calculation (ωB97M-V with the def2-TZVPD basis set) of one molecule with the formula C22H23F3N4O2.

Geometry as XYZ:
```
54
Properties=species:S:1:pos:R:3:forces:R:3:lowdin_charge:R:1
F -5.9251 0.6395 -2.3185 0.20 0.06 -0.03 0.14
C -6.4247 0.3703 -1.0957 -0.17 -0.04 -0.29 -0.59
F -6.8077 -0.9186 -1.1308 0.09 -0.18 0.14 0.14
F -7.5477 1.0946 -0.9843 -0.04 0.20 0.20 0.14
C -5.4304 0.6438 -0.0040 -0.10 0.05 -0.02 -0.11
C -5.5234 1.7967 0.7614 -0.03 -0.17 -0.16 -0.01
C -4.5758 2.0294 1.7439 0.05 0.03 0.03 -0.06
C -3.5547 1.1216 1.9575 -0.08 -0.03 -0.04 -0.02
C -3.4642 -0.0369 1.1937 -0.26 -0.05 -0.03 -0.20
C -2.3248 -0.9961 1.4170 0.08 0.22 0.05 -0.07
C -1.0964 -0.3905 0.8414 0.68 0.17 0.06 -0.37
N -0.2113 0.2630 1.5396 -0.64 -0.31 0.97 0.15
O 0.7118 0.6836 0.6304 0.34 0.32 -0.61 0.02
C 0.3108 0.2422 -0.5641 -0.83 -0.20 0.07 -0.31
C 1.1273 0.4925 -1.7869 0.23 0.25 -0.10 -0.07
N 2.3548 -0.2782 -1.8475 -0.02 -0.15 -0.05 -0.13
C 2.1398 -1.7095 -1.9584 0.07 0.02 -0.07 -0.12
C 1.4560 -2.3735 -0.7846 -0.27 -0.45 -0.18 -0.28
C 0.3589 -3.2112 -0.9707 0.19 -0.09 0.12 -0.03
C -0.2485 -3.7719 0.1381 0.09 -0.01 -0.01 -0.08
C 0.2488 -3.4738 1.3978 -0.02 -0.03 -0.09 -0.07
C 1.3476 -2.6348 1.4793 -0.15 -0.15 0.27 -0.14
N 1.9402 -2.1081 0.4227 0.36 0.18 -0.16 0.13
C 3.3553 0.1224 -0.8729 0.25 0.65 -0.09 -0.14
C 3.9443 1.5028 -1.2199 0.42 -0.54 -0.09 -0.31
C 5.2221 1.7881 -0.4223 -0.22 0.09 -0.10 -0.12
C 4.6621 2.3371 0.8911 -0.08 0.02 -0.04 -0.15
C 3.3197 2.9563 0.4668 -0.08 0.25 0.40 -0.18
O 3.0818 2.5747 -0.8804 -0.15 0.09 -0.15 -0.13
N -0.8064 -0.4209 -0.4878 0.15 0.23 -0.57 0.23
C -4.4033 -0.2684 0.2014 -0.07 0.16 0.11 0.04
H -6.3252 2.4979 0.5905 -0.06 0.04 -0.01 0.12
H -4.6364 2.9247 2.3431 0.00 0.08 0.07 0.11
H -2.8111 1.3078 2.7184 0.09 0.04 0.09 0.12
H -2.5186 -1.9429 0.9142 0.04 -0.02 0.09 0.11
H -2.1649 -1.1587 2.4831 -0.04 -0.10 -0.03 0.13
H 1.4013 1.5499 -1.8135 -0.19 -0.12 -0.08 0.13
H 0.5107 0.2432 -2.6532 -0.04 0.07 0.12 0.14
H 1.5451 -1.8827 -2.8601 0.06 -0.08 0.01 0.12
H 3.1209 -2.1734 -2.1029 -0.08 -0.02 -0.04 0.13
H -0.0126 -3.4068 -1.9645 -0.06 0.02 -0.11 0.11
H -1.1016 -4.4257 0.0235 -0.06 -0.04 -0.01 0.11
H -0.2027 -3.8785 2.2901 -0.02 -0.04 0.09 0.10
H 1.7788 -2.3622 2.4339 -0.05 -0.05 0.13 0.11
H 4.1592 -0.6135 -0.9161 0.00 -0.01 0.06 0.13
H 2.9637 0.1360 0.1511 0.20 -0.06 -0.06 0.11
H 4.0951 1.5538 -2.3028 0.02 -0.03 0.09 0.15
H 5.8055 2.5537 -0.9347 0.02 -0.04 -0.03 0.12
H 5.8399 0.9048 -0.2841 0.08 -0.04 -0.02 0.11
H 4.5013 1.5297 1.6043 0.02 0.01 0.05 0.11
H 5.3211 3.0736 1.3459 0.01 -0.02 0.06 0.11
H 3.3394 4.0500 0.4905 -0.01 -0.10 0.04 0.12
H 2.4969 2.6082 1.1017 0.09 0.06 -0.05 0.11
H -4.3428 -1.1548 -0.4117 0.02 -0.11 -0.05 0.13
```
Forces are in eV/Å.

Results
largest force on an atom: 1.209 eV/Å
structure (SMILES): FC(F)(F)c1cccc(Cc2noc(CN(Cc3ccccn3)C[C@@H]3CCCO3)n2)c1
highest occupied orbital energy: -0.3137 Eh
2S+1: 1
relative energy (zero: lowest compared OMol25 entry of this formula, charge and spin): 0.224 eV
charge: 0
orbital gap: 9.2 eV

---

Entry 2:
The following is a DFT calculation (ωB97M-V with the def2-TZVPD basis set) of C22H56BF6N2O12V2 as an isolated structure.

Geometry as XYZ:
```
101
Properties=species:S:1:pos:R:3:forces:R:3:lowdin_spin:R:1
V 0.7595 -2.4538 0.2705 3.16 0.52 -2.12 2.79
V -2.2663 0.5155 0.4004 -0.49 3.17 -2.66 2.79
C 3.9967 -0.8581 0.4246 -2.52 2.30 0.89 0.00
O 3.8848 -0.1420 -0.7788 -0.29 -0.48 -1.11 0.00
O 2.7282 -1.3519 0.7386 0.90 -1.31 -0.14 0.04
C 5.2685 -1.6849 0.3078 0.19 -0.38 -0.41 0.00
F 5.2288 -2.5373 -0.7029 -0.39 -0.95 -1.05 0.00
F 6.4034 -0.9676 0.0912 -0.65 0.67 0.14 0.00
F 5.5033 -2.3805 1.3960 0.00 -0.76 1.40 0.00
C 4.4551 1.1276 -1.0647 -0.51 -0.72 0.63 0.00
C 4.7590 1.0925 -2.4940 0.90 0.73 -2.41 0.00
H 3.9817 0.6722 -3.1321 -0.39 -0.16 0.41 0.00
H 4.8452 2.1202 -2.8469 0.24 0.19 -0.12 0.00
H 5.6719 0.5851 -2.8059 0.12 -0.14 0.42 0.00
H 5.3418 1.3514 -0.4716 -0.09 -0.01 0.19 0.00
H 3.6954 1.9029 -0.9654 -0.13 0.12 0.74 0.00
H 4.2070 -0.1113 1.1902 0.59 0.14 0.52 0.00
C -0.9764 2.2099 -2.2950 1.08 -1.76 1.22 0.00
O -0.3952 3.0230 -1.3071 -0.12 0.26 -0.46 0.00
O -1.4019 1.0232 -1.6402 -1.03 1.72 -0.72 0.03
C -1.9216 3.1338 -3.2155 -0.72 -0.93 2.03 0.00
F -2.9940 2.4246 -3.4905 -1.46 -0.67 -0.42 0.00
F -2.3802 4.2484 -2.5397 0.73 -0.49 -0.72 0.00
F -1.4163 3.4876 -4.3941 0.65 0.47 0.37 0.00
C 0.6401 3.9295 -1.6743 0.21 -0.38 1.73 0.00
C 0.5999 4.9219 -0.5428 -0.11 1.31 -0.71 0.00
H 1.3667 5.6765 -0.7180 0.00 0.17 0.18 0.00
H -0.3762 5.4064 -0.5648 -0.01 0.17 0.36 0.00
H 0.8053 4.4642 0.4249 -0.09 -0.14 -0.10 0.00
H 0.5553 4.3550 -2.6742 -0.10 0.00 0.06 0.00
H 1.6108 3.4743 -1.4779 0.21 -0.67 -1.02 0.00
H -0.1969 1.8747 -2.9792 0.31 0.17 -0.53 0.00
B -0.9000 -1.1340 1.1130 0.22 0.18 0.42 0.11
H -1.4424 -1.3080 0.1966 -1.90 -1.00 -3.68 0.01
H -1.5750 -0.5897 1.7552 -1.75 1.27 3.32 0.01
H -0.6135 -2.0713 1.5641 0.54 -3.54 2.05 0.01
H -0.0245 -0.5454 0.8864 3.04 2.35 -0.69 0.02
C 1.2445 -0.2845 4.5655 1.12 0.37 0.72 0.00
C 0.6163 0.9128 3.8837 0.86 -0.70 -0.11 0.00
O 1.4198 1.2359 2.7549 -0.24 0.57 0.04 0.00
O 0.4267 -0.9486 5.4922 -0.84 -0.20 -0.01 0.00
H 2.0783 0.1035 5.1506 0.52 0.06 -0.36 0.00
H 1.6407 -0.9729 3.8190 -0.05 -0.14 -0.31 0.00
H 0.7296 1.7810 4.5329 -0.81 -0.02 0.05 0.00
H -0.3908 0.6256 3.5812 -0.40 0.43 0.12 0.00
H 1.7529 0.4274 2.3587 0.10 -0.42 -0.48 0.00
H 1.0282 -1.4459 6.0512 -0.21 -0.09 0.18 0.00
C -0.6307 -5.1939 0.0565 1.14 -0.75 2.28 0.00
C -0.0048 -5.0843 1.4930 0.71 -0.78 -1.45 0.00
O 1.2223 -4.2608 1.4536 -1.84 -0.69 -0.13 0.03
O -0.6607 -3.9550 -0.5694 -1.04 0.67 -0.14 0.02
H -1.6244 -5.6048 0.2345 -0.15 -0.05 -0.24 0.00
H -0.0509 -5.8528 -0.5898 0.10 -0.37 0.33 0.00
H 0.2521 -6.1270 1.6798 0.28 0.02 0.42 0.00
H -0.6959 -4.7806 2.2793 0.07 0.53 -0.25 0.00
H 1.8856 -4.6746 2.0106 0.24 0.34 0.08 0.00
H -1.3762 -4.0970 -1.1934 0.05 1.15 -0.55 0.00
C -4.8847 -0.5215 1.5540 -1.30 0.55 -0.72 0.00
C -4.4077 -1.4558 0.4063 -0.44 -0.13 2.59 0.01
O -3.9964 -0.6884 -0.6463 1.03 1.22 -1.47 0.02
O -3.8941 0.3899 2.0837 0.34 -2.00 -0.46 0.02
H -5.4611 -1.0494 2.3138 0.53 -0.23 0.27 0.00
H -5.6090 0.1262 1.0600 -0.33 0.05 -0.09 0.00
H -5.2517 -2.0465 0.0502 -0.01 -0.44 0.76 0.00
H -3.5547 -2.0381 0.7547 -0.17 -0.52 -0.01 0.00
H -4.5793 -0.8586 -1.3898 0.43 0.48 -0.34 0.00
H -4.2448 0.8613 2.8428 -0.06 0.00 -0.03 0.00
C 0.7219 -1.1077 -4.3105 -1.04 -1.42 1.25 0.00
C 0.7645 -1.9221 -2.9716 0.66 -0.74 0.61 0.00
C 2.0096 -2.8359 -2.8408 0.13 0.31 -0.21 0.00
O 1.9514 -3.5869 -1.6148 -2.04 1.43 0.60 0.01
C 2.7097 -4.7406 -1.4672 1.88 0.26 -0.93 0.00
N 0.6778 -1.1490 -1.6975 0.63 -0.21 -1.25 0.01
H 1.4994 -0.3705 -4.5105 0.00 -0.23 0.16 0.00
H -0.2828 -0.6850 -4.3132 0.17 0.67 -0.07 0.00
H 0.6281 -1.8924 -5.0612 0.57 0.24 -0.46 0.00
H -0.1387 -2.5300 -2.9186 -0.02 -0.34 -0.55 0.00
H 2.8941 -2.2001 -2.8790 0.27 0.29 0.61 0.00
H 2.1816 -3.4596 -3.7181 -0.57 -0.59 0.04 0.00
H 2.5381 -5.3927 -2.3236 -0.05 -0.44 0.18 0.00
H 2.6140 -5.2314 -0.4987 -0.74 0.18 -0.16 0.00
H 3.7472 -4.4070 -1.4869 0.41 -0.41 -0.14 0.00
H 1.5328 -0.6131 -1.7411 0.72 0.32 0.92 0.00
H -0.0015 -0.4384 -1.9288 -1.07 0.59 0.78 0.00
C -1.4617 3.9077 2.9165 -2.74 -0.41 -0.07 0.00
C -2.1943 2.7932 2.0868 2.67 3.42 0.22 0.01
C -3.1902 3.5086 1.1008 -0.25 -2.34 1.14 0.00
O -3.6803 2.3948 0.3870 -0.44 -1.21 -1.76 0.01
C -4.8404 2.6213 -0.4245 0.61 0.56 -0.21 0.00
N -1.1183 2.1598 1.3197 -0.30 -0.63 -0.35 0.01
H -2.3339 4.4770 3.2377 0.30 0.60 0.74 0.00
H -0.8948 4.5874 2.2804 0.48 -0.38 0.25 0.00
H -1.0172 3.4359 3.7928 0.57 0.48 -0.26 0.00
H -2.5558 2.0826 2.8301 -0.71 0.17 -0.49 0.00
H -2.7896 4.2236 0.3822 0.54 0.21 0.39 0.00
H -4.0428 3.9078 1.6502 0.13 0.52 0.21 0.00
H -5.6807 2.7985 0.2467 -0.26 -0.04 -0.25 0.00
H -5.0058 1.8225 -1.1474 0.10 -0.46 0.63 0.00
H -4.6778 3.4647 -1.0956 0.00 0.46 0.28 0.00
H -0.2859 2.0783 1.8859 0.13 -1.26 0.98 0.00
H -0.6843 2.8915 0.7753 -0.69 0.08 -1.52 0.00
```
Forces are in eV/Å.

Results
largest force on an atom: 4.351 eV/Å
highest occupied orbital energy (spin up / spin down): -0.3555 / -0.3827 Eh
2S+1: 7
relative energy (zero: lowest compared OMol25 entry of this formula, charge and spin): 3.425 eV
<S²>: 12.01
charge: +1
orbital gap (spin up / spin down): 7.2 / 7.9 eV

---

Entry 3:
The following is a DFT calculation (ωB97M-V with the def2-TZVPD basis set) of a 2-piece molecular cluster, C12H12 overall.

Geometry as XYZ:
```
24
Properties=species:S:1:pos:R:3:forces:R:3:lowdin_charge:R:1
C -0.2653 -1.9838 0.6362 6.35 -2.99 1.49 -0.17
C 0.4698 -1.6328 -0.5108 3.37 -1.29 1.98 -0.13
C -0.0448 -1.1211 -1.6798 5.06 -1.63 0.63 -0.11
C -1.3883 -1.2353 -1.8135 -0.74 1.91 -3.17 -0.15
C -2.0452 -1.3116 -0.6906 -3.70 -2.39 6.06 -0.07
C -1.5367 -1.8877 0.6332 -1.15 4.11 -8.91 -0.05
H 0.3333 -2.5651 1.4836 -1.35 1.58 -1.62 0.15
H 1.6017 -1.9848 -0.3107 -2.33 1.66 -1.25 0.15
H 0.8678 -0.8785 -2.2705 -1.74 0.00 -0.94 0.12
H -2.0069 -1.0774 -2.7058 0.77 0.33 0.06 0.12
H -3.1183 -1.0857 -0.7015 0.22 -0.45 -0.08 0.10
H -2.1235 -1.9758 1.3625 -4.83 -1.00 5.72 0.03
C 1.1447 1.2136 1.8157 -0.63 0.03 -3.72 -0.05
C 2.1686 1.2439 0.7492 -2.69 1.70 3.27 -0.07
C 1.7643 1.7076 -0.4835 1.63 -0.07 -0.80 -0.14
C 0.4168 1.9398 -0.7149 -1.27 -0.49 -1.22 -0.10
C -0.5427 1.6215 0.2687 0.21 2.46 0.15 -0.12
C -0.2332 1.4098 1.6029 3.45 -0.75 -3.18 -0.08
H 1.3411 0.8043 2.7025 1.67 -1.03 3.72 0.04
H 3.1708 1.3870 1.1420 0.22 -0.88 -0.52 0.10
H 2.6056 1.8571 -1.2347 -1.57 0.07 0.69 0.12
H 0.0811 2.2984 -1.7301 0.35 -0.44 1.27 0.12
H -1.5644 1.9444 0.2754 -0.71 -0.17 -1.61 0.10
H -1.0964 1.3120 2.1743 -0.59 -0.28 1.97 0.09
```
Forces are in eV/Å.

Results
largest force on an atom: 9.881 eV/Å
structure (SMILES): c1ccccc1.c1ccccc1
highest occupied orbital energy: -0.3167 Eh
2S+1: 1
relative energy (zero: lowest compared OMol25 entry of this formula, charge and spin): 4.709 eV
charge: 0
orbital gap: 9.6 eV